1.
The following is a DFT calculation (ωB97M-V/def2-TZVPD) of 3 unconnected molecules or ions with the total composition C37H75F3N2O7Si.

Computed properties:
Frontier orbital gap (alpha / beta) in eV: 8.6 / 9.7
Electronic energy in eV: -72925.2554
<S²>: 2.008

ORCA input file:
```
! wB97M-V def2-TZVPD RIJCOSX def2/J DEFGRID3
* xyz 0 3
C -6.16 -1.30 -0.85
C -5.84 -1.64 -2.32
C -5.28 -3.05 -2.54
C -3.91 -3.33 -1.90
O -3.32 -2.13 -1.41
Si -2.39 -2.19 -0.05
C -3.50 -2.44 1.45
C -2.76 -2.90 2.72
C -3.52 -3.96 3.54
C -2.68 -4.58 4.67
C -2.94 -3.84 5.98
O -1.96 -3.99 7.00
C -1.42 -5.28 7.15
C -1.13 -3.59 -0.17
C 0.33 -3.19 -0.01
O 0.80 -2.69 -1.26
C 1.77 -1.69 -1.23
C 3.10 -2.23 -1.72
F 2.98 -3.00 -2.79
F 3.72 -2.97 -0.80
F 3.93 -1.24 -2.04
C -1.52 -0.53 0.13
O -2.32 0.51 -0.40
C -1.59 1.65 -0.80
C -2.58 2.78 -1.04
O -1.84 4.00 -1.06
C -2.32 4.96 -1.98
C -3.69 5.52 -1.63
H -6.49 -2.20 -0.32
H -6.98 -0.58 -0.79
H -5.29 -0.89 -0.33
H -6.76 -1.57 -2.91
H -5.14 -0.90 -2.73
H -5.22 -3.24 -3.61
H -6.01 -3.77 -2.14
H -4.01 -4.07 -1.09
H -3.25 -3.77 -2.65
H -4.04 -1.51 1.64
H -4.24 -3.20 1.16
H -1.76 -3.29 2.50
H -2.61 -2.02 3.37
H -3.87 -4.74 2.86
H -4.41 -3.48 3.96
H -2.94 -5.64 4.77
H -1.62 -4.51 4.41
H -2.98 -2.76 5.77
H -3.92 -4.13 6.38
H -2.20 -6.05 7.16
H -0.90 -5.30 8.11
H -0.69 -5.52 6.36
H -1.36 -4.38 0.55
H -1.23 -4.04 -1.17
H 0.94 -4.06 0.29
H 0.47 -2.42 0.76
H 1.94 -1.30 -0.22
H 1.49 -0.86 -1.89
H -0.53 -0.54 -0.35
H -1.34 -0.35 1.21
H -1.02 1.43 -1.71
H -0.89 1.97 -0.01
H -3.09 2.65 -2.00
H -3.32 2.79 -0.24
H -2.32 4.53 -2.99
H -1.58 5.77 -1.96
H -3.78 5.59 -0.54
H -3.78 6.54 -2.02
H -4.51 4.92 -2.02
C 0.50 10.06 -1.27
C -1.02 9.85 -1.46
C -1.76 11.19 -1.59
C -1.86 11.98 -0.29
C -2.49 11.12 0.80
C -1.75 9.80 1.02
N -1.62 9.10 -0.31
O -2.67 8.43 -0.62
C -0.39 10.06 1.68
C -2.55 8.89 1.94
C -1.24 9.03 -2.72
H 0.77 11.11 -1.19
H 0.88 9.54 -0.39
H 1.04 9.65 -2.12
H -2.77 10.99 -1.96
H -1.25 11.78 -2.36
H -0.88 12.34 0.02
H -2.48 12.86 -0.46
H -2.51 11.66 1.75
H -3.53 10.90 0.54
H 0.20 9.14 1.73
H -0.56 10.39 2.71
H 0.20 10.83 1.19
H -3.56 8.73 1.58
H -2.59 9.34 2.93
H -2.07 7.91 2.03
H -0.80 8.04 -2.62
H -0.74 9.55 -3.55
H -2.29 8.92 -2.96
C 8.60 -5.75 -0.63
C 7.77 -6.97 -0.18
C 7.87 -8.14 -1.17
C 7.12 -7.91 -2.48
C 5.66 -7.56 -2.20
C 5.51 -6.36 -1.26
N 6.32 -6.62 -0.02
O 5.70 -7.34 0.84
C 5.92 -5.07 -1.98
C 4.05 -6.21 -0.84
C 8.29 -7.43 1.18
H 9.05 -5.90 -1.61
H 8.01 -4.84 -0.67
H 9.41 -5.57 0.08
H 7.47 -9.03 -0.69
H 8.93 -8.32 -1.36
H 7.60 -7.12 -3.06
H 7.17 -8.81 -3.09
H 5.14 -7.33 -3.13
H 5.16 -8.42 -1.76
H 5.94 -4.23 -1.29
H 5.17 -4.85 -2.74
H 6.88 -5.13 -2.48
H 3.65 -7.13 -0.42
H 3.46 -5.95 -1.72
H 3.93 -5.42 -0.11
H 8.14 -6.65 1.93
H 9.36 -7.62 1.09
H 7.80 -8.33 1.52
*
```



2.
The following is a DFT calculation (ωB97M-V/def2-TZVPD) of 5 unconnected molecules or ions with the total composition C37H75F3O16P.

Computed properties:
Frontier orbital gap in eV: 7.0
Electronic energy in eV: -89776.4938

ORCA input file:
```
! wB97M-V def2-TZVPD RIJCOSX def2/J DEFGRID3
* xyz -1 1
C -0.45 -2.32 3.59
O -1.64 -1.96 4.41
C -2.45 -0.95 3.70
C -4.01 -1.02 4.24
C -5.06 -0.16 3.27
C -4.49 1.31 2.82
C -5.60 2.26 2.04
C -5.01 2.58 0.54
C -5.92 2.02 -0.70
C -6.51 0.51 -0.51
C -5.95 -0.58 -1.64
C -5.14 -1.77 -0.82
C -3.85 -2.38 -1.68
P -2.18 -1.56 -1.24
C -1.43 -3.07 -0.26
C 0.20 -3.10 -0.43
C 1.01 -2.00 0.48
C 2.21 -1.37 -0.47
C 2.44 0.26 -0.22
O 3.85 0.54 -0.54
C 4.16 1.97 -0.33
O -1.67 -2.08 -2.83
C -0.96 -0.85 -3.30
C -1.63 0.53 -2.64
C -2.00 1.54 -3.90
F -2.61 2.76 -3.26
F -0.80 2.03 -4.64
F -2.99 0.87 -4.79
O -2.77 0.01 -1.81
H 0.40 -2.78 4.30
H -0.02 -1.36 3.04
H -0.71 -3.20 2.82
H -1.95 0.10 3.90
H -2.37 -1.17 2.54
H -4.01 -0.56 5.33
H -4.31 -2.16 4.32
H -6.03 0.02 3.94
H -5.33 -0.88 2.38
H -3.50 1.17 2.21
H -4.22 1.89 3.82
H -6.68 1.75 2.00
H -5.76 3.25 2.67
H -5.01 3.77 0.44
H -3.91 2.24 0.35
H -6.76 2.81 -1.01
H -5.20 1.98 -1.65
H -6.30 0.02 0.53
H -7.68 0.57 -0.71
H -5.30 -0.07 -2.47
H -6.85 -1.11 -2.21
H -5.93 -2.61 -0.55
H -4.68 -1.41 0.20
H -3.83 -3.54 -1.42
H -4.12 -2.29 -2.82
H -2.53 -1.08 0.08
H -0.92 -0.86 -1.18
H -1.84 -4.10 -0.63
H -1.71 -2.99 0.89
H 0.43 -3.00 -1.59
H 0.56 -4.20 -0.13
H 1.43 -2.53 1.44
H 0.32 -1.12 0.89
H 3.26 -1.89 -0.30
H 1.98 -1.47 -1.63
H 2.20 0.58 0.89
H 1.73 0.87 -0.95
H 3.53 2.70 -1.01
H 4.03 2.29 0.81
H 5.30 2.19 -0.59
H -1.06 -0.97 -4.47
H 0.19 -0.99 -3.06
H -0.88 1.22 -2.02
C 8.41 3.78 -5.97
C 9.32 2.64 -5.55
O 9.06 2.27 -4.19
C 8.00 1.45 -3.99
O 7.26 1.01 -4.86
O 7.88 1.23 -2.66
C 6.76 0.42 -2.31
H 8.50 4.62 -5.28
H 8.67 4.13 -6.98
H 7.36 3.47 -5.98
H 10.37 2.96 -5.60
H 9.22 1.77 -6.21
H 6.75 -0.52 -2.87
H 5.83 0.98 -2.48
H 6.83 0.18 -1.24
C -2.63 8.06 0.26
C -1.85 6.76 0.22
O -1.02 6.63 1.38
C -1.64 6.19 2.50
O -2.82 5.89 2.60
O -0.73 6.15 3.50
C -1.26 5.75 4.76
H -1.95 8.91 0.40
H -3.19 8.21 -0.67
H -3.33 8.08 1.10
H -1.19 6.76 -0.65
H -2.52 5.90 0.12
H -1.80 4.80 4.68
H -1.92 6.53 5.15
H -0.43 5.61 5.46
C -10.23 -5.68 5.16
C -9.27 -4.96 4.23
O -8.21 -4.36 4.97
C -7.19 -5.18 5.32
O -7.11 -6.37 5.05
O -6.29 -4.47 6.03
C -5.19 -5.24 6.51
H -10.58 -5.01 5.95
H -11.09 -6.06 4.60
H -9.74 -6.53 5.65
H -9.80 -4.15 3.72
H -8.88 -5.63 3.45
H -4.70 -5.78 5.70
H -5.53 -5.93 7.29
H -4.46 -4.55 6.95
C 9.81 -1.38 -4.10
C 10.44 -1.91 -2.83
O 11.65 -2.61 -3.13
C 12.75 -1.84 -3.31
O 12.79 -0.62 -3.24
O 13.80 -2.65 -3.61
C 15.01 -1.95 -3.88
H 9.67 -2.18 -4.84
H 8.83 -0.93 -3.89
H 10.44 -0.62 -4.57
H 9.76 -2.63 -2.36
H 10.62 -1.11 -2.10
H 15.26 -1.26 -3.07
H 14.93 -1.42 -4.83
H 15.81 -2.69 -3.97
*
```